(1)
Here is a structure of composition CH10BaO8 at a distorted geometry from OMol25. Energies are from ωB97M-V/def2-TZVPD.

The geometry in XYZ format:
```
20
Properties=species:S:1:pos:R:3:mulliken_charge:R:1
Ba 0.21 -0.24 -0.14 1.916
C -1.40 -1.33 1.45 0.688
O -1.70 -1.49 0.25 -0.947
O -1.94 -2.02 2.27 -0.715
O -0.75 -0.27 1.76 -0.718
O -1.77 0.71 -0.37 -0.627
H -2.08 -0.13 -0.06 0.294
H -2.57 1.19 -0.61 0.227
O 0.04 1.78 0.38 -0.597
H 0.83 1.59 0.88 0.301
H 0.22 2.61 -0.06 0.274
O 1.05 -2.05 0.71 -0.676
H 1.74 -2.71 0.81 0.241
H 0.25 -2.56 0.56 0.349
O 2.17 0.41 -0.44 -0.551
H 2.83 0.23 -1.12 0.249
H 2.54 1.15 0.05 0.240
O 0.19 0.85 -1.77 -0.417
H 0.47 1.73 -2.02 0.237
H -0.33 0.54 -2.52 0.231
```

E_HOMO: -6.4 eV
ΔE to the lowest compared entry with this formula, charge and spin: 1232.99 kJ/mol

***

(2)
Here is the ion C8H17N4 with charge +1 at a distorted geometry from OMol25. Energies are from ωB97M-V/def2-TZVPD.

The geometry in XYZ format:
```
29
Properties=species:S:1:pos:R:3:nbo_charge:R:1
C 1.87 -0.63 -0.27 -0.424
C -0.02 -1.36 1.15 -0.460
C -0.38 -0.85 -1.39 -0.482
C 1.11 0.97 1.39 -0.228
C 0.66 1.46 -0.93 -0.271
C 1.24 -0.55 1.15 -0.244
C 0.95 -0.06 -1.36 -0.234
C -1.00 -1.05 -0.02 0.455
N -1.17 0.88 0.58 -0.290
N -2.17 -1.55 0.32 -0.772
N -2.19 1.60 -0.05 -0.670
N 0.12 1.51 0.44 -0.256
H 2.97 -0.13 -0.25 0.241
H 2.04 -1.71 -0.63 0.234
H 0.38 -2.40 1.01 0.240
H -0.52 -1.30 2.12 0.237
H -1.20 -0.31 -1.94 0.226
H -0.32 -1.90 -1.83 0.263
H 0.62 1.02 2.48 0.245
H 1.97 1.67 1.44 0.247
H 1.58 2.09 -0.98 0.234
H 0.13 2.19 -1.62 0.250
H 2.02 -0.86 1.88 0.256
H 1.35 0.10 -2.41 0.267
H -2.42 -1.85 1.20 0.404
H -3.02 -1.24 -0.10 0.391
H -3.07 1.30 0.43 0.388
H -2.23 1.37 -1.07 0.327
H 0.15 2.50 0.72 0.427
```

E_HOMO: -12.0 eV
ΔE to the lowest compared entry with this formula, charge and spin: 257.89 kJ/mol
total charge: +1

***

(3)
Here is a cluster of 2 separate species, C4H6BrN2 in total at a distorted geometry from OMol25. Energies are from ωB97M-V/def2-TZVPD.

The geometry in XYZ format:
```
13
Properties=species:S:1:pos:R:3:nbo_charge:R:1
C -1.40 -1.75 -2.34 -0.290
C 0.82 -0.07 2.63 0.201
C -0.69 -0.66 -2.02 -0.081
C 0.08 -0.09 0.35 0.707
N 0.10 -0.16 1.57 -0.436
N -0.24 -0.37 -0.76 -0.251
Br 0.79 3.27 1.25 -0.238
H -1.74 -1.75 -3.36 0.240
H -1.60 -2.58 -1.73 0.229
H 1.79 -0.01 2.35 0.191
H 0.48 -0.06 3.63 0.233
H -0.44 0.22 -2.58 0.249
H 2.04 4.00 1.02 0.246
```

E_HOMO: -14.0 eV
ΔE to the lowest compared entry with this formula, charge and spin: 338.56 kJ/mol
total charge: +1

***

(4)
Here is a structure of composition C6H8 at a distorted geometry from OMol25. Energies are from ωB97M-V/def2-TZVPD.

The geometry in XYZ format:
```
14
Properties=species:S:1:pos:R:3:nbo_charge:R:1
C -1.49 0.19 -0.61 -0.067
C -1.70 -0.03 0.79 -0.092
C 0.32 -1.63 -0.32 -0.101
C -0.15 -0.27 -0.34 -0.107
C 0.71 0.91 -0.03 -0.273
C 2.02 0.84 0.41 -0.266
H -1.69 1.12 -1.17 0.257
H -1.83 -1.07 1.14 0.250
H -1.28 0.62 1.57 0.261
H 1.37 -1.78 -0.42 0.233
H -0.42 -2.39 -0.57 0.234
H 0.38 1.88 -0.40 0.236
H 2.66 1.69 0.30 0.237
H 2.50 -0.15 0.18 0.198
```

2S+1: 2
⟨S²⟩: 0.879
E_HOMO (spin up / spin down): -14.1 / -14.2 eV
ΔE to the lowest compared entry with this formula, charge and spin: 332.58 kJ/mol
total charge: +1

***

(5)
Here is a structure of composition C3HClS3 at a distorted geometry from OMol25. Energies are from ωB97M-V/def2-TZVPD.

The geometry in XYZ format:
```
8
Properties=species:S:1:pos:R:3:nbo_charge:R:1
C 2.25 -1.51 0.91 -0.121
C 3.44 -1.31 0.58 -0.016
C 1.14 -1.78 1.66 -0.373
S 1.26 -2.59 3.08 0.070
S -0.84 -0.65 -0.79 -0.135
S -0.52 -1.64 1.12 0.242
Cl 4.88 -0.89 0.03 0.196
H -1.56 0.33 -0.28 0.138
```

E_HOMO (spin up / spin down): -9.0 / -9.0 eV
ΔE to the lowest compared entry with this formula, charge and spin: 176.93 kJ/mol

***

(6)
Here is a cluster of 2 separate species, C31H42N4O4 in total at a distorted geometry from OMol25. Energies are from ωB97M-V/def2-TZVPD.

The geometry in XYZ format:
```
81
Properties=species:S:1:pos:R:3:mulliken_charge:R:1
C -6.31 2.16 3.47 -1.567
C -6.03 2.97 2.22 1.663
C -6.31 2.17 0.96 -1.583
C -6.90 4.23 2.21 -1.632
O -4.65 3.48 2.23 -0.405
C -3.66 2.56 2.16 0.618
N -2.43 3.31 2.08 -0.274
N -1.40 2.62 1.82 0.205
C -0.16 3.26 2.19 0.474
O 0.00 4.23 2.90 -0.528
O 0.81 2.50 1.63 -0.185
C 2.17 3.09 1.58 1.788
C 2.72 3.28 2.99 -1.672
C 2.15 4.42 0.84 -1.784
C 2.99 2.07 0.81 -1.414
O -3.78 1.35 2.18 -0.537
H -6.13 2.77 4.36 0.382
H -7.36 1.83 3.49 0.411
H -5.66 1.27 3.50 0.354
H -6.13 2.79 0.07 0.379
H -5.67 1.28 0.92 0.374
H -7.36 1.84 0.94 0.425
H -6.69 4.82 1.31 0.390
H -7.96 3.96 2.21 0.402
H -6.69 4.83 3.10 0.389
H 2.73 2.32 3.52 0.333
H 3.74 3.66 2.94 0.411
H 2.10 4.00 3.54 0.403
H 1.75 4.28 -0.18 0.366
H 1.56 5.17 1.38 0.428
H 3.18 4.80 0.74 0.440
H 2.56 1.93 -0.19 0.362
H 4.02 2.42 0.69 0.453
H 3.00 1.11 1.34 0.105
C 0.35 1.10 -6.99 -1.475
C 0.82 0.44 -5.73 0.739
C 0.07 0.55 -4.56 -0.867
C 0.46 -0.06 -3.36 1.339
C -0.38 0.14 -2.15 -1.712
C 1.66 -0.80 -3.36 0.308
N 2.09 -1.41 -2.17 0.768
C 1.24 -2.12 -1.35 -1.091
N 2.06 -2.63 -0.38 0.694
C 1.60 -3.47 0.66 0.186
C 0.87 -4.62 0.33 1.184
C 0.61 -4.98 -1.09 -1.339
C 0.43 -5.44 1.38 -1.060
C 0.68 -5.12 2.71 0.702
C 0.16 -6.00 3.81 -1.440
C 1.41 -3.97 3.00 -1.322
C 1.87 -3.12 1.99 1.182
C 2.57 -1.85 2.35 -1.389
C 3.37 -2.16 -0.54 -0.675
C 3.39 -1.42 -1.65 -0.986
C 2.43 -0.94 -4.53 0.820
C 3.66 -1.79 -4.59 -1.626
C 2.00 -0.31 -5.70 -1.013
H 1.05 0.87 -7.80 0.349
H -0.65 0.75 -7.27 0.331
H 0.30 2.19 -6.86 0.321
H -0.84 1.16 -4.57 0.430
H 0.00 -0.41 -1.28 -0.037
H -0.46 1.21 -1.91 0.449
H -1.41 -0.22 -2.34 0.397
H 0.03 -5.92 -1.10 0.404
H 0.05 -4.20 -1.62 0.174
H 1.54 -5.18 -1.65 0.292
H -0.11 -6.36 1.14 0.345
H 0.43 -5.56 4.78 0.342
H -0.93 -6.09 3.75 0.330
H 0.59 -7.01 3.74 0.320
H 1.61 -3.71 4.04 0.259
H 2.53 -1.74 3.44 0.384
H 3.63 -1.87 2.06 0.323
H 2.09 -0.96 1.91 0.122
H 4.15 -2.44 0.14 0.658
H 4.19 -0.89 -2.13 0.676
H 3.97 -1.85 -5.63 0.396
H 4.50 -1.36 -4.02 0.312
H 3.49 -2.82 -4.24 0.303
H 2.59 -0.41 -6.62 0.217
```

E_HOMO: -8.3 eV
ΔE to the lowest compared entry with this formula, charge and spin: 0.00 kJ/mol